The following is a DFT calculation (wB97M-V/def2-TZVPD) of C27H25BN2O4PdSe2Te2 as an isolated structure.

E: -6946.1468 Eh
2S+1: 1
Highest occupied orbital energy: -0.256 Ha
Strongest force on any atom: 0.70 eV Å⁻¹
E_LUMO: -1.272 eV
Relative energy (zero: lowest compared OMol25 entry of this formula, charge and spin): 0.0 kJ/mol
HOMO-LUMO gap: 5.7 eV

Each line ends with the Mulliken charge.
Element x y z (Å)
Pd1 0.26111 0.33001 0.44549  0.710
C1 3.63576 0.13358 -1.69229  -1.003
O1 2.27065 0.51539 -1.76815  -0.216
C2 1.52949 -0.05021 -2.74490  0.180
C3 2.06617 -0.81743 -3.77525  -0.742
C4 1.25330 -1.29588 -4.79134  -0.704
C5 -0.10317 -1.02487 -4.80242  -0.894
C6 -0.64903 -0.28176 -3.77023  0.141
C7 0.15052 0.19681 -2.74044  0.574
N1 -0.50255 0.85006 -1.62569  0.498
N2 -1.42304 1.59412 -2.01287  -0.528
C8 -2.35094 2.12673 -1.08996  -0.069
C9 -2.91286 1.43389 -0.04084  0.627
O2 -2.46473 0.18071 0.29198  -0.698
C10 -4.02718 1.97479 0.64039  -0.495
C11 -4.51366 3.20241 0.31304  -1.348
C12 -3.94370 3.95993 -0.74168  0.880
C13 -4.44866 5.23328 -1.08967  -0.909
C14 -3.90573 5.93386 -2.12902  -0.546
C15 -2.83628 5.37976 -2.85862  -0.630
C16 -2.32660 4.15179 -2.54039  -0.608
C17 -2.87133 3.40601 -1.46916  0.785
H1 4.17473 0.41676 -2.59873  0.414
H2 3.72293 -0.94047 -1.51413  0.405
H3 4.05045 0.67622 -0.84728  0.151
H4 3.12222 -1.03341 -3.79198  0.416
H5 1.69307 -1.89210 -5.58001  0.389
H6 -0.73812 -1.40787 -5.58866  0.381
H7 -1.71303 -0.09945 -3.73077  0.473
H8 -4.47262 1.40155 1.43966  0.561
H9 -5.35364 3.61333 0.85828  0.373
H10 -5.27113 5.63814 -0.51322  0.397
H11 -4.29091 6.90844 -2.39633  0.399
H12 -2.40797 5.93797 -3.68071  0.405
H13 -1.49883 3.74351 -3.10196  0.460
Se1 -0.14864 2.56729 1.29167  -0.280
Te1 2.23896 1.92509 1.38458  -0.172
Te2 1.83885 -0.72873 2.24549  -0.094
Se2 1.10269 -1.99295 0.23514  -0.606
C18 -2.26896 0.52004 7.89325  -2.075
C19 -2.01768 -0.93506 7.49245  2.070
C20 -0.66506 -1.35881 8.07905  -1.634
C21 -3.13038 -1.80139 8.09799  -1.601
C22 -2.01309 -1.11981 5.97478  0.539
C23 -1.68604 -2.37104 5.44370  -0.473
C24 -1.66994 -2.63556 4.07864  -1.949
C25 -1.99776 -1.59092 3.24832  0.724
O3 -2.04999 -1.55943 1.87051  -0.639
B1 -2.36834 -0.24712 1.58307  1.871
O4 -2.60931 0.51582 2.71416  -0.501
C26 -2.33124 -0.34735 3.75688  0.563
C27 -2.35166 -0.07950 5.10587  -0.946
H14 -2.20679 0.61475 8.97814  0.425
H15 -3.26199 0.85710 7.59119  0.367
H16 -1.52940 1.19339 7.45681  0.436
H17 -0.67025 -1.22356 9.16234  0.448
H18 0.14567 -0.75805 7.66402  0.380
H19 -0.44203 -2.40608 7.87790  0.320
H20 -3.16724 -1.66942 9.18123  0.436
H21 -2.96646 -2.85991 7.89304  0.347
H22 -4.10283 -1.52744 7.68590  0.371
H23 -1.43327 -3.17574 6.12053  0.381
H24 -1.40421 -3.60670 3.68594  0.502
H25 -2.60407 0.90950 5.45606  0.565